[1]
ORCA calculation (the ωB97M-V functional and the def2-TZVPD basis) on a cluster of 10 separate species, C26H64BO12PS in total in a non-equilibrium geometry.

Each line ends with the Mulliken charge.
Positions of all 105 atoms, in Å:
C1 4.978988 -0.333903 -2.015560  -0.597
C2 3.836658 0.849000 -2.044807  0.024
B1 2.456330 0.456823 -2.848139  0.296
O1 2.033105 1.384060 -3.951175  -0.611
C3 1.475128 -0.828769 -2.547514  0.449
C4 0.042119 -0.605449 -2.100088  0.064
P1 -0.744447 1.135525 -1.853891  0.153
S1 -0.474778 1.581909 0.058668  -0.389
C5 -0.965012 -1.912957 -1.828934  0.268
O2 -1.997348 -1.892155 -0.970146  -0.516
C6 -0.685993 -3.296490 -2.675639  -0.554
C7 0.723156 -3.537405 -3.138646  -0.146
C8 1.900656 -2.423581 -2.734683  0.313
O3 3.135544 -2.911104 -2.591287  -0.538
H1 4.826975 -0.966139 -3.012367  0.253
H2 4.857653 -0.991440 -1.049197  -0.032
H3 6.031494 0.197097 -2.088467  0.401
H4 4.333924 1.766251 -2.624444  -0.078
H5 3.655451 1.256909 -0.941490  0.096
H6 1.362761 0.930186 -4.541489  0.332
H7 -2.163792 1.182373 -2.184405  0.134
H8 -0.096610 2.184745 -2.607180  0.114
H9 -1.485346 -4.094863 -2.982220  0.314
H10 1.025580 -4.508326 -3.763835  0.253
C9 2.149368 5.866709 -0.003966  -1.140
C10 2.834123 4.570666 -0.385862  0.058
O4 2.891838 3.703489 0.737106  -0.479
H11 2.687152 6.359908 0.812347  0.276
H12 2.100813 6.548405 -0.857755  0.351
H13 1.132226 5.676591 0.353910  0.294
H14 3.857314 4.762848 -0.721915  0.316
H15 2.295079 4.065042 -1.192777  0.050
H16 1.977957 3.532251 1.022609  0.259
C11 -1.655648 4.266092 3.224772  -0.850
C12 -2.994197 3.647226 2.878723  -0.096
O5 -3.314167 3.911673 1.520756  -0.521
H17 -1.677288 5.347946 3.057592  0.278
H18 -1.396287 4.075197 4.269910  0.353
H19 -0.864624 3.860853 2.585350  0.071
H20 -3.785094 4.070806 3.504700  0.353
H21 -2.976644 2.563775 3.030901  0.130
H22 -2.610180 3.524157 0.972810  0.279
C13 8.786069 2.325897 -4.376633  -1.215
C14 8.345369 1.109114 -3.589432  0.100
O6 7.299526 1.462130 -2.696136  -0.489
H23 9.131709 3.116022 -3.702051  0.269
H24 9.595289 2.071661 -5.066958  0.376
H25 7.950240 2.739868 -4.950057  0.363
H26 9.177621 0.711816 -3.000962  0.054
H27 7.986184 0.319361 -4.256222  0.249
H28 6.562145 1.805854 -3.229179  0.203
C15 2.681204 -4.103578 -8.022032  -1.105
C16 2.473706 -4.556128 -6.591437  -0.167
O7 1.217278 -4.097038 -6.114979  -0.478
H29 2.640641 -3.011519 -8.089772  0.278
H30 3.647630 -4.445557 -8.402943  0.339
H31 1.889000 -4.492443 -8.670102  0.333
H32 3.254726 -4.147463 -5.943526  0.279
H33 2.499969 -5.647533 -6.517420  0.273
H34 0.529998 -4.472313 -6.691890  0.256
C17 11.123051 -1.882941 -1.385185  -0.991
C18 9.784501 -2.501807 -1.731235  -0.185
O8 9.464531 -2.237360 -3.089201  -0.491
H35 11.101410 -0.801087 -1.552365  0.239
H36 11.382411 -2.073836 -0.340047  0.328
H37 11.914074 -2.288180 -2.024607  0.322
H38 8.993604 -2.078227 -1.105257  0.206
H39 9.802054 -3.585258 -1.579056  0.315
H40 10.168518 -2.624876 -3.637147  0.278
C19 -5.118796 0.448596 1.760576  -0.959
C20 -5.326294 -0.003954 3.191172  -0.307
O9 -6.582722 0.455136 3.667629  -0.497
H41 -5.159359 1.540654 1.692836  0.240
H42 -4.152370 0.106617 1.379666  0.279
H43 -5.911000 0.059731 1.112507  0.425
H44 -4.545274 0.404711 3.839082  0.258
H45 -5.300031 -1.095359 3.265189  0.289
H46 -7.270002 0.079861 3.090719  0.276
C21 4.054884 -1.000102 2.526653  -0.940
C22 5.455704 -0.998228 1.950318  -0.281
O10 5.593864 0.061270 1.015031  -0.403
H47 3.311657 -1.114838 1.730867  0.182
H48 3.930413 -1.814046 3.246392  0.362
H49 3.840880 -0.050384 3.027687  0.305
H50 5.657572 -1.940088 1.431730  0.287
H51 6.204063 -0.870895 2.738404  0.304
H52 5.420945 0.893749 1.487355  0.239
C23 -10.791897 -0.019279 5.573398  -0.969
C24 -9.548881 -0.528783 4.873557  -0.115
O11 -9.810477 -0.707382 3.489340  -0.549
H53 -11.621168 -0.722623 5.445173  0.170
H54 -10.608317 0.119386 6.642553  0.323
H55 -11.114455 0.934948 5.144210  0.326
H56 -9.242772 -1.492777 5.290450  0.271
H57 -8.718766 0.175175 4.986187  0.225
H58 -10.073286 0.156050 3.126811  0.312
C25 -14.994506 -1.777435 6.117049  -0.967
C26 -14.154715 -1.951300 7.365642  -0.279
O12 -13.539336 -0.719230 7.711620  -0.494
H59 -14.376232 -1.429919 5.282907  0.239
H60 -15.472330 -2.719598 5.834144  0.316
H61 -15.770814 -1.021557 6.274502  0.323
H62 -13.366709 -2.691171 7.197051  0.281
H63 -14.768131 -2.286186 8.207607  0.312
H64 -14.247736 -0.071257 7.867541  0.286

Forces on atoms 1 to 2 (eV/Å):
-0.33 0.05 -0.71
0.68 1.00 0.15

As for the spin multiplicity: 1. The value obtained for the total energy is -2695.98641 hartree. Its molecular weight is 642.6 g mol⁻¹. As for the net charge: 0. As for the SMILES: CCB(O)C1=C([PH2]=S)C(=O)C=CC1=O.CCO.CCO.CCO.CCO.CCO.CCO.CCO.CCO.CCO.


[2]
ORCA calculation (the ωB97M-V functional and the def2-TZVPD basis) on a cluster of 4 separate species, C26H64BrN2O2P in total in a non-equilibrium geometry.

Each line ends with the Mulliken charge.
Positions of all 96 atoms, in Å:
C1 12.276141 7.882362 17.776415  -1.133
C2 13.017436 9.259305 17.744198  -0.812
C3 12.421541 10.453125 16.986626  -0.640
C4 11.001206 10.593021 17.470028  -0.116
P1 10.365685 12.257941 17.536162  1.195
C5 10.605719 13.002684 15.908436  -1.227
C6 9.680253 12.395187 14.841647  0.166
C7 10.019496 12.811995 13.403572  -0.791
C8 11.468897 12.719433 13.050709  -1.029
C9 11.329743 13.273442 18.751263  -1.180
C10 11.996181 12.470081 19.930600  0.384
C11 13.010502 13.257786 20.776761  -0.716
C12 13.618668 12.459439 21.965921  -1.255
C13 8.657736 12.218762 17.972610  -0.959
C14 8.492809 11.471161 19.266990  -0.452
C15 7.011975 11.477416 19.806969  -0.461
C16 6.839897 10.637891 21.034850  -1.450
H1 11.410078 7.744031 18.406695  0.320
H2 13.039367 7.227828 18.227911  0.436
H3 11.936254 7.587493 16.792581  0.191
H4 13.966060 9.050391 17.199514  0.470
H5 13.246264 9.559251 18.748034  0.228
H6 12.442883 10.276030 15.935002  0.377
H7 12.943719 11.377036 17.236879  0.445
H8 10.764936 10.046096 18.371208  1.130
H9 10.372368 10.141760 16.639923  -1.008
H10 11.661624 12.903892 15.674342  0.599
H11 10.379885 14.076984 15.939490  0.519
H12 8.630675 12.668734 15.063409  0.357
H13 9.752292 11.325848 14.925449  -0.237
H14 9.667876 13.814370 13.185400  0.369
H15 9.467934 12.154237 12.723045  0.388
H16 11.633601 12.962196 11.989993  0.418
H17 11.908866 11.720365 13.229905  0.192
H18 12.082763 13.405565 13.657943  0.283
H19 10.649222 14.034567 19.156484  0.586
H20 12.135119 13.826023 18.212509  0.430
H21 12.425965 11.553578 19.543618  -0.263
H22 11.138100 12.155661 20.595240  0.061
H23 12.479041 14.122360 21.151736  0.394
H24 13.801667 13.709699 20.205472  0.397
H25 14.341587 11.747475 21.620490  0.325
H26 12.814895 11.987384 22.556030  0.327
H27 14.211308 13.171601 22.590237  0.380
H28 8.066773 11.795118 17.187515  0.616
H29 8.413761 13.250848 18.200214  0.582
H30 8.969264 12.064138 20.098159  0.146
H31 8.733281 10.439428 19.183223  0.164
H32 6.358829 11.043312 19.090284  0.304
H33 6.598672 12.466173 20.019448  0.434
H34 7.203439 9.642224 20.870756  0.324
H35 5.817140 10.597373 21.364752  0.433
H36 7.365120 10.980869 21.944977  0.331
C17 14.059095 8.398100 8.019848  -0.836
N1 13.940115 8.840186 9.464255  -0.002
C18 15.320884 8.886545 10.184590  -0.850
C19 13.406735 10.286439 9.550434  -0.987
C20 12.935299 8.001043 10.214862  -0.429
C21 12.915232 7.972827 11.769339  -0.569
O1 12.724769 9.293938 12.214552  -0.301
H37 14.740579 9.071005 7.486650  0.339
H38 13.062186 8.433943 7.618832  0.374
H39 14.407576 7.359670 8.118404  0.401
H40 15.611232 7.873559 10.453072  0.382
H41 15.096510 9.406937 11.110645  0.347
H42 16.165347 9.218632 9.612537  0.350
H43 13.212870 10.531847 10.583013  0.437
H44 12.507370 10.300670 8.931130  0.405
H45 14.118278 10.988886 9.069711  0.365
H46 13.148620 7.009026 9.892039  0.415
H47 11.955776 8.370733 9.910811  0.264
H48 13.803950 7.550104 12.259903  0.313
H49 12.089856 7.360093 12.047937  0.479
H50 12.031179 9.261250 12.891912  -0.235
C22 5.845365 6.000837 17.341493  -0.776
N2 7.070289 6.190331 16.449566  -0.015
C23 8.376350 6.408190 17.224005  -0.766
C24 7.149874 4.943222 15.461544  -0.824
C25 6.804935 7.363179 15.440102  -0.944
C26 6.542539 8.785496 16.032241  -0.583
O2 7.739533 9.301640 16.549721  0.229
H51 5.731525 6.892135 17.971974  0.307
H52 5.942173 5.110282 17.992706  0.354
H53 4.948225 5.918802 16.744825  0.359
H54 8.464423 5.456806 17.773668  0.458
H55 8.347633 7.272357 17.868656  0.231
H56 9.228192 6.397885 16.553382  0.329
H57 6.271145 5.016149 14.808215  0.387
H58 7.227204 4.078301 16.099262  0.397
H59 8.048754 5.054398 14.855564  0.340
H60 6.004043 7.070788 14.769322  0.508
H61 7.702993 7.480717 14.870901  0.412
H62 5.700086 8.851089 16.736119  0.413
H63 6.186596 9.303680 15.139994  0.363
H64 8.390885 9.394368 15.854283  -0.413
Br1 10.062057 8.725520 14.253690  -0.403

Forces on atoms 1 to 2 (eV/Å):
0.91 0.64 0.23
0.70 -0.64 -1.41

The calculation puts the relative energy (zero: lowest compared OMol25 entry of this formula, charge and spin) at 27.1 kcal per mole. As for the spin multiplicity: 1. The value obtained for the total energy is -4203.87487 hartree. Its molecular weight is 547.7 g mol⁻¹. As for the net charge: +2.


| no. | HOMO level (eV) | lowest unoccupied orbital energy (hartree) |
| --- | --- | --- |
| 1 | -8.9 | -0.0754 |
| 2 | -13.0 | -0.1313 |